Below is a gas-phase ion, C5H10NO (charge +1), with properties calculated with ωB97M-V/def2-TZVPD.

Structure (XYZ):
```
17
Properties=species:S:1:pos:R:3
C 0.32768 -1.95544 -0.61843
C -0.29318 -0.77406 -0.76744
N 0.60138 0.22532 -1.53620
C -1.19229 0.03906 0.10053
C -0.46062 0.38684 1.36212
C 0.54671 1.54145 1.30875
O 1.39719 1.58183 0.47115
H 1.22727 -2.46795 -1.05736
H -0.09363 -2.93622 -0.10554
H -0.01696 1.12149 -1.73837
H 1.03174 -0.20878 -2.38216
H 1.28545 0.63428 -0.81547
H -2.10013 -0.57282 0.11534
H -1.65678 0.98021 -0.36945
H -1.02522 0.51245 2.27416
H 0.01361 -0.57049 1.80833
H 0.40777 2.46284 1.95004
```

The calculation puts the calculated total energy at -326.1687 hartree. Its structure (SMILES) is C=C([NH3+])CCC=O. Its net charge is +1. The value obtained for the energy above the lowest of the compared OMol25 structures with the same formula, charge and spin is 296.8 kJ/mol. The HOMO-LUMO gap is 11.09 eV. The highest occupied orbital energy comes out at -14.8 eV.

natural (NBO) atomic charge list, values in e, 8 entries: -0.390, 0.149, -0.766, -0.491, -0.555, 0.484, -0.550, 0.260

Below is a gas-phase ion, C8H13N4S (charge +1), with properties calculated with ωB97M-V/def2-TZVPD.

Structure (XYZ):
```
26
Properties=species:S:1:pos:R:3
C 1.00380 -2.60178 -0.21478
S 1.38361 -1.13473 0.71774
C 1.62433 0.00040 -0.64948
C 2.70142 1.10693 -0.45831
N 0.15748 0.79962 -0.90423
C -0.41923 1.34607 0.34257
N -1.71139 0.72435 0.33421
C -2.85413 0.80260 1.14889
C -4.03192 0.16059 0.87434
C -4.12375 -0.59981 -0.32362
N -3.05013 -0.75664 -1.04745
C -1.92793 -0.13040 -0.72281
N -0.70323 -0.21418 -1.53294
H 0.14570 -3.20687 0.18024
H 1.94235 -3.17561 -0.32819
H 0.66338 -2.07339 -1.06608
H 2.15160 -0.56296 -1.56105
H 2.41427 1.91021 0.34669
H 3.55795 0.50930 -0.19940
H 2.82257 1.67174 -1.45280
H 0.27196 1.48470 -1.60426
H -0.58211 2.38643 0.11964
H 0.16934 1.08960 1.21958
H -2.76898 1.35279 2.12165
H -4.77796 0.31766 1.59607
H -4.99923 -1.06296 -0.69751
```

The calculation puts the calculated total energy at -929.4822 hartree. Its structure (SMILES) is CS[C@H](C)[N@@H+]1CN2C=CC=NC2=N1. Its net charge is +1. The value obtained for the energy above the lowest of the compared OMol25 structures with the same formula, charge and spin is 275.1 kJ/mol. The HOMO-LUMO gap is 8.12 eV. The highest occupied orbital energy comes out at -12.3 eV.

natural (NBO) atomic charge list, values in e, 8 entries: -0.753, 0.256, -0.204, -0.651, -0.272, -0.057, -0.381, 0.111

Below is a molecular structure, C31H28AsIN7O4PtS2, with properties calculated with ωB97M-V/def2-TZVPD.

Structure (XYZ):
```
75
Properties=species:S:1:pos:R:3
Pt 0.00000 0.00000 0.00000
S -1.36460 -0.00340 7.08130
C -3.01620 0.00040 7.50170
C -3.82680 0.00520 6.39330
C -3.07150 0.00610 5.18350
C -1.69800 0.00190 5.38820
C -0.60710 0.00130 4.38740
C -0.87870 0.00010 3.02570
N 0.05350 0.00000 2.03980
C 1.36770 0.00080 2.36280
C 1.74950 0.00180 3.72250
C 3.10110 0.00260 4.08160
C 4.08240 0.00260 3.10020
C 3.72260 0.00180 1.74870
C 4.71490 0.00220 0.74980
C 4.38600 0.00150 -0.60930
C 3.02420 0.00030 -0.88180
N 2.03970 0.00000 0.05350
C 2.36290 0.00080 1.36740
C 5.43400 0.00210 -1.65490
C 6.81510 0.00100 -1.51100
C 7.51660 0.00230 -2.75280
C 6.65790 0.00440 -3.82450
S 5.02650 0.00480 -3.33180
C 0.75170 0.00210 4.71620
H -3.31510 -0.00110 8.54100
H -4.90890 0.00810 6.44330
H -3.53770 0.00980 4.20600
H -1.89500 -0.00080 2.64280
H 3.39940 0.00330 5.12810
H 5.12840 0.00330 3.39940
H 5.75770 0.00310 1.05590
H 2.63620 -0.00040 -1.89660
H 7.32290 -0.00080 -0.55510
H 8.59520 0.00180 -2.85120
H 6.90990 0.00570 -4.87620
H 1.06270 0.00320 5.75810
N -1.08340 -1.09990 -5.13560
N -0.56670 -0.42560 -4.03650
N 0.20330 0.66320 -4.18020
C 0.51190 0.90670 -2.90450
N 0.00000 0.00000 -2.03290
N -0.68130 -0.86520 -2.77150
H -0.53150 -0.83810 -5.94520
H -0.94290 -2.09430 -4.99780
H 1.12220 1.74860 -2.60950
C 1.88890 4.08530 -0.22720
As -0.00120 3.59700 0.00270
C -0.75180 4.09240 1.75330
C -1.13760 4.08530 -1.52500
O 0.00000 1.95380 0.00000
H 1.98570 5.18990 -0.24280
H 2.26220 3.66650 -1.18440
H 2.48240 3.67200 0.61410
H -0.78840 5.19770 1.83870
H -0.11210 3.67980 2.56020
H -1.77740 3.67980 1.84620
H -1.19310 5.19000 -1.60580
H -2.15610 3.67200 -1.37490
H -0.70160 3.66650 -2.45520
O -1.62450 0.00000 0.00000
I 1.03160 -8.93690 -0.54890
C 1.02210 -6.85680 -0.54370
C -0.04900 -6.17070 0.02600
C -0.05220 -4.77290 0.02770
C 1.00930 -4.04570 -0.53680
C 2.07730 -4.76040 -1.10490
C 2.08690 -6.15810 -1.11010
C 1.00230 -2.52810 -0.53310
O 1.99930 -1.94390 -1.06340
O 0.00000 -1.95570 0.00000
H -0.88650 -6.69800 0.47140
H -0.88620 -4.23060 0.47130
H 2.90630 -4.20830 -1.54580
H 2.92920 -6.67550 -1.55810
```

The calculation puts the calculated total energy at -5331.0671 hartree. Its net charge is +1. The HOMO-LUMO gap (spin up / spin down) is 5.54 / 5.54 eV. The highest occupied orbital energy (spin up / spin down) comes out at -8.8 / -8.8 eV.

Mulliken atomic charge list, values in e, 8 entries: 1.717, -0.186, -0.356, -0.583, -0.369, 0.183, 0.878, -0.723

Below is a single C5H8 molecule, with properties calculated with ωB97M-V/def2-TZVPD.

Structure (XYZ):
```
13
Properties=species:S:1:pos:R:3
C -1.04617 0.42686 -2.42668
C -0.75121 0.17861 -1.01823
C -0.51486 -0.01557 0.14730
C 0.04995 -0.21195 1.48538
C 1.56451 0.00761 1.39217
H -2.05664 0.08950 -2.66734
H -0.97405 1.49403 -2.65769
H -0.34258 -0.10635 -3.07423
H -0.39745 0.48587 2.20419
H -0.17191 -1.22144 1.85300
H 1.99384 -0.68574 0.66196
H 2.05642 -0.14100 2.35750
H 1.77078 1.02313 1.03939
```

The calculation puts the calculated total energy at -195.2519 hartree. Its structure (SMILES) is CC#CCC. Its net charge is 0. The value obtained for the energy above the lowest of the compared OMol25 structures with the same formula, charge and spin is 105.3 kJ/mol. The HOMO-LUMO gap is 10.45 eV. The highest occupied orbital energy comes out at -9.4 eV.

natural (NBO) atomic charge list, values in e, 8 entries: -0.680, -0.008, -0.028, -0.465, -0.586, 0.233, 0.232, 0.232

Below is 2 unconnected molecules or ions with the total composition C3H9N3O2, with properties calculated with ωB97M-V/def2-TZVPD.

Structure (XYZ):
```
17
Properties=species:S:1:pos:R:3
C 0.93314 1.80574 1.35761
N 0.44689 0.42813 1.43796
N 1.36122 -0.39679 1.27679
N 0.81226 -1.62334 1.29174
H 1.72058 1.99078 2.09580
H 0.10698 2.49309 1.56143
H 1.31884 2.02502 0.35642
H -0.11069 -1.63283 1.71350
H 1.44623 -2.34875 1.60893
C -0.25800 -0.28668 -2.19654
C -1.38763 -0.11757 -1.23462
O -1.83583 0.94288 -0.83149
O -1.95781 -1.28461 -0.87982
H 0.53535 0.42398 -1.95062
H -0.61918 -0.11296 -3.21284
H 0.16002 -1.29467 -2.12549
H -2.67237 -1.01141 -0.26875
```

The calculation puts the calculated total energy at -434.4137 hartree. Its structure (SMILES) is C/N=N/N.CC(=O)O. Its net charge is 0. The value obtained for the energy above the lowest of the compared OMol25 structures with the same formula, charge and spin is 295.4 kJ/mol. The HOMO-LUMO gap is 10.46 eV. The highest occupied orbital energy comes out at -9.5 eV.

natural (NBO) atomic charge list, values in e, 8 entries: -0.457, -0.257, -0.002, -0.626, 0.200, 0.210, 0.202, 0.364

Below is a single C5H5F5O2S molecule, with properties calculated with ωB97M-V/def2-TZVPD.

Structure (XYZ):
```
18
Properties=species:S:1:pos:R:3
C -0.99331 0.27337 -0.33254
C 0.30649 -0.44273 0.00041
C -2.18971 -0.58377 0.16215
C 1.42938 0.56355 -0.38890
C 2.71981 -0.18474 0.17212
O -3.86153 1.40239 0.61381
O 1.54285 0.81119 -1.57388
F -2.33715 -1.86411 -0.28642
F 1.42910 1.72642 0.43018
F 2.71711 -0.43859 1.47283
F 2.96833 -1.40626 -0.44210
F 3.81177 0.53444 -0.09344
S -3.86519 0.25426 -0.29214
H -1.19288 1.25371 0.31033
H -0.82503 0.40759 -1.46190
H 0.28096 -0.62337 0.99215
H 0.36613 -1.26727 -0.56764
H -2.30713 -0.41607 1.28498
```

The calculation puts the calculated total energy at -1241.3757 hartree. Its net charge is 0. The value obtained for the energy above the lowest of the compared OMol25 structures with the same formula, charge and spin is 0.0 kJ/mol. The HOMO-LUMO gap (spin up / spin down) is 5.78 / 8.87 eV. The highest occupied orbital energy (spin up / spin down) comes out at -9.4 / -10.2 eV.

natural (NBO) atomic charge list, values in e, 8 entries: -0.466, -0.389, 0.037, 0.488, 0.969, -0.794, -0.273, -0.344

Look up the net charge of the first one. +1